Record 1
Computed, not measured: one molecule with the formula C4H5N3 at a distorted geometry, with wB97M-V/def2-TZVPD.

Positions of all 12 atoms, in Å:
H (-1.70, 1.62, 0.29)
N (-0.67, 1.96, 0.02)
C (0.10, 1.01, -0.14)
N (1.42, 0.99, -0.28)
N (2.03, -0.19, 0.14)
C (1.19, -1.13, -0.14)
C (-0.25, -0.56, -0.24)
C (-1.56, -0.97, -0.03)
H (2.12, 1.67, 0.19)
H (1.46, -2.11, 0.24)
H (-1.82, -2.03, 0.04)
H (-2.31, -0.24, -0.10)

Calculated values
E_HOMO, eV: -8.9
Largest force on an atom, eV/Å: 7.2
Net charge: 0
Structure (SMILES): [H]/N=C1/NN=CC1=C
Energy, Eh: -319.57318

---

Record 2
Computed, not measured: a 2-piece molecular cluster, C10H23NO4PS overall at a distorted geometry, with wB97M-V/def2-TZVPD.

Positions of all 40 atoms, in Å:
C (-0.40, -3.53, -0.23)
C (-0.39, -2.05, 0.34)
C (-1.13, -2.17, 1.72)
C (-1.24, -1.22, -0.66)
C (-1.01, 0.33, -0.66)
P (-2.23, 1.27, 0.42)
O (-3.27, 0.19, 1.16)
O (-1.46, 2.29, 1.51)
S (-3.34, 2.42, -0.72)
C (0.48, 0.72, -0.40)
C (1.31, -0.22, 0.53)
C (2.81, -0.02, 0.09)
C (1.29, 0.33, 2.01)
N (1.04, -1.66, 0.43)
O (1.69, -2.18, -0.56)
H (-0.33, -3.55, -1.33)
H (0.34, -4.16, 0.27)
H (-1.41, -3.92, 0.02)
H (-1.02, -3.22, 2.06)
H (-2.21, -2.02, 1.59)
H (-0.70, -1.56, 2.52)
H (-0.96, -1.57, -1.68)
H (-2.32, -1.41, -0.55)
H (-1.25, 0.67, -1.68)
H (-3.09, 0.09, 2.10)
H (-1.03, 1.73, 2.18)
H (0.50, 1.72, 0.05)
H (0.99, 0.79, -1.37)
H (3.11, 0.96, 0.49)
H (3.46, -0.77, 0.57)
H (2.92, 0.01, -1.00)
H (1.51, 1.42, 1.95)
H (2.12, -0.12, 2.57)
H (0.31, 0.24, 2.50)
C (0.81, 3.22, -3.05)
O (1.32, 3.46, -1.74)
H (1.51, 2.57, -3.57)
H (-0.16, 2.73, -2.99)
H (0.72, 4.16, -3.60)
H (0.70, 4.04, -1.29)

Calculated values
E_HOMO (alpha / beta), eV: -8.6 / -8.6
Largest force on an atom, eV/Å: 3.0
Net charge: 0
2S+1: 2
<S²>: 0.754
Energy, Eh: -1490.03089

---

Record 3
Computed, not measured: C7H13NO as an isolated structure at a distorted geometry, with wB97M-V/def2-TZVPD.

Positions of all 22 atoms, in Å:
C (-0.88, -0.07, 2.25)
C (-0.23, -0.79, 1.08)
C (-0.75, -0.71, -0.32)
C (-1.96, 0.10, -0.74)
C (0.58, -0.03, 0.03)
C (0.70, 1.48, 0.05)
C (1.78, -0.71, -0.46)
N (2.40, -1.73, -0.62)
H (-1.38, 0.86, 1.96)
H (-1.64, -0.73, 2.70)
H (-0.14, 0.17, 3.02)
H (0.21, -1.75, 1.35)
H (-0.63, -1.63, -0.90)
H (-2.09, 1.01, -0.15)
H (-1.88, 0.39, -1.80)
H (-2.87, -0.51, -0.62)
H (0.78, 1.89, -0.97)
H (-0.17, 1.94, 0.52)
H (1.59, 1.79, 0.62)
O (1.98, -0.29, -2.48)
H (2.06, 0.67, -2.41)
H (2.56, -1.34, -2.12)

Calculated values
E_HOMO, eV: -9.3
Largest force on an atom, eV/Å: 5.2
Net charge: 0
Energy, Eh: -404.37743

---

Record 4
Computed, not measured: a 11-piece molecular cluster, C22H66O11 overall at a distorted geometry, with wB97M-V/def2-TZVPD.

Positions of all 99 atoms, in Å:
C (1.89, 3.16, -3.23)
C (0.92, 3.27, -2.04)
O (-0.33, 2.94, -2.43)
H (1.73, 2.16, -3.62)
H (2.95, 3.24, -2.98)
H (1.74, 3.83, -4.08)
H (0.96, 4.29, -1.67)
H (1.32, 2.67, -1.22)
H (-0.98, 3.11, -1.75)
C (4.96, -1.40, -1.95)
C (5.67, -0.86, -3.17)
O (6.65, -1.77, -3.70)
H (4.11, -0.82, -1.59)
H (5.60, -1.60, -1.08)
H (4.47, -2.33, -2.24)
H (6.02, 0.18, -3.13)
H (4.88, -0.72, -3.91)
H (6.96, -1.51, -4.57)
C (0.48, -1.04, 6.74)
C (0.32, -1.60, 5.33)
O (-0.31, -0.65, 4.48)
H (0.91, -1.84, 7.35)
H (-0.40, -0.74, 7.30)
H (1.18, -0.20, 6.70)
H (-0.24, -2.53, 5.34)
H (1.30, -1.74, 4.87)
H (-0.36, -1.01, 3.59)
C (-1.80, 0.70, -4.34)
C (-0.86, 1.23, -5.38)
O (-0.80, 2.60, -5.18)
H (-1.38, 0.88, -3.35)
H (-1.91, -0.38, -4.39)
H (-2.78, 1.18, -4.38)
H (-1.13, 0.99, -6.41)
H (0.09, 0.74, -5.19)
H (-0.61, 2.78, -4.26)
C (-1.35, 5.52, 0.44)
C (-2.46, 4.47, 0.40)
O (-1.85, 3.37, -0.29)
H (-1.74, 6.37, 1.00)
H (-1.09, 5.79, -0.58)
H (-0.52, 5.02, 0.94)
H (-3.36, 4.89, -0.04)
H (-2.75, 4.25, 1.43)
H (-2.46, 2.65, -0.12)
C (-2.18, -3.52, 2.97)
C (-1.61, -2.91, 1.72)
O (-0.72, -1.91, 2.14)
H (-1.41, -4.07, 3.52)
H (-2.97, -4.25, 2.77)
H (-2.52, -2.76, 3.66)
H (-2.41, -2.45, 1.14)
H (-1.04, -3.61, 1.11)
H (-0.28, -1.58, 1.36)
C (-0.10, 0.77, 0.77)
C (0.61, 0.18, -0.44)
O (0.47, -1.19, -0.23)
H (0.28, 0.45, 1.74)
H (-1.16, 0.52, 0.78)
H (-0.06, 1.86, 0.76)
H (1.65, 0.49, -0.56)
H (0.06, 0.46, -1.34)
H (1.13, -1.61, -0.79)
C (-4.98, -0.72, -0.51)
C (-3.78, 0.16, -0.63)
O (-3.93, 1.25, 0.20)
H (-5.12, -1.41, -1.35)
H (-5.83, -0.06, -0.71)
H (-5.11, -1.22, 0.44)
H (-3.72, 0.49, -1.67)
H (-2.84, -0.32, -0.38)
H (-3.97, 0.89, 1.09)
C (0.59, -2.56, -4.44)
C (1.22, -1.59, -3.43)
O (1.69, -2.33, -2.36)
H (0.46, -1.98, -5.36)
H (-0.40, -2.83, -4.11)
H (1.24, -3.43, -4.57)
H (0.45, -0.92, -3.06)
H (2.09, -1.10, -3.87)
H (2.43, -2.83, -2.70)
C (1.94, -4.17, 1.52)
C (3.28, -3.61, 1.17)
O (3.97, -3.34, 2.38)
H (1.30, -4.18, 0.65)
H (1.47, -3.49, 2.24)
H (1.99, -5.15, 1.99)
H (3.15, -2.71, 0.56)
H (3.88, -4.31, 0.59)
H (4.92, -3.40, 2.23)
C (-1.86, 2.90, 3.74)
C (-2.21, 2.16, 5.03)
O (-2.48, 0.80, 4.77)
H (-1.60, 3.95, 3.86)
H (-2.68, 2.85, 3.01)
H (-1.00, 2.45, 3.25)
H (-3.03, 2.69, 5.52)
H (-1.34, 2.26, 5.69)
H (-1.64, 0.40, 4.53)

Calculated values
E_HOMO, eV: -9.4
Largest force on an atom, eV/Å: 3.3
Net charge: 0
Structure (SMILES): CCO.CCO.CCO.CCO.CCO.CCO.CCO.CCO.CCO.CCO.CCO
Energy, Eh: -1705.31862

---

Record 5
Computed, not measured: C3H5F3N2O2 as an isolated structure at a distorted geometry, with wB97M-V/def2-TZVPD.

Positions of all 15 atoms, in Å:
C (1.79, 0.42, -0.32)
C (0.21, -0.66, -0.37)
C (-1.95, 0.16, 0.17)
N (1.40, 1.74, -0.44)
N (0.47, -1.78, 0.40)
O (2.84, 0.05, -0.04)
O (-0.68, 0.23, 0.34)
F (-2.73, 0.64, 1.21)
F (-2.38, 0.95, -0.87)
F (-2.35, -1.06, -0.12)
H (-0.13, -0.93, -1.34)
H (0.52, 1.95, -0.06)
H (2.10, 2.44, -0.34)
H (1.15, -1.69, 1.19)
H (-0.27, -2.46, 0.60)

Calculated values
E_HOMO, eV: -10.2
Largest force on an atom, eV/Å: 6.1
Net charge: 0
Energy, Eh: -676.89682

---

Record 6
Computed, not measured: C6H12O as an isolated structure, with wB97M-V/def2-TZVPD.

Positions of all 19 atoms, in Å:
C (2.22, -0.94, -0.12)
O (0.80, -0.80, 0.01)
C (0.24, 0.41, 0.75)
C (-0.26, 1.55, -0.17)
C (-1.68, 1.34, 0.43)
C (-1.11, 0.11, 1.11)
C (-0.68, -1.45, -1.02)
H (2.65, -0.96, 0.89)
H (2.67, -0.12, -0.69)
H (2.43, -1.89, -0.61)
H (1.06, 0.61, 1.45)
H (0.19, 2.53, -0.01)
H (-0.18, 1.31, -1.24)
H (-2.50, 1.19, -0.30)
H (-1.97, 2.17, 1.09)
H (-1.47, -0.38, 2.01)
H (-1.68, -1.18, -0.75)
H (-0.31, -1.01, -1.94)
H (-0.43, -2.50, -0.89)

Calculated values
E_HOMO (alpha / beta), eV: -6.3 / -6.9
Largest force on an atom, eV/Å: 0.7
Net charge: 0
Energy, Eh: -310.81653

---

Energy relative to the best compared isomer or geometry (same formula, charge and spin) (kJ/mol)
365.0 130.4 393.9 256.6 0.0 637.3